<w>
A gas-phase ion, C4H6NO5 (charge -1), computed with ωB97M-V with the def2-TZVPD basis set.

- SMILES string = CCOOC(=O)NC(=O)[O-]
- Kohn-Sham gap (eV) = 8.69
- charge = -1

Each line ends with the Mulliken charge.
Geometry (Å):
C: 1.0711 -1.1575 0.1202  -0.877
C: 1.8409 0.1492 0.1524  -0.231
O: 1.1617 1.3129 -0.3421  -0.304
O: 0.0123 0.8784 -1.1095  -0.148
C: -1.0513 1.5617 -0.4641  0.527
O: -1.1794 2.7405 -0.6180  -0.531
N: -1.8572 0.7461 0.3401  -0.271
C: -2.0007 -0.6759 -0.0806  0.622
O: -2.0226 -1.4683 0.8682  -0.734
O: -2.0029 -0.8193 -1.3095  -0.699
H: 1.7436 -1.9368 0.5035  0.381
H: 0.1818 -1.1392 0.7597  0.212
H: 0.7530 -1.4239 -0.8891  0.283
H: 2.7752 0.0663 -0.4239  0.259
H: 2.1027 0.3968 1.1912  0.212
H: -1.5280 0.7690 1.3016  0.301

<x>
2 unconnected molecules or ions with the total composition C4H6NO5, computed with ωB97M-V with the def2-TZVPD basis set.

- Kohn-Sham gap (alpha / beta) (eV) = 7.44 / 7.44
- charge = -1

Each line ends with the Mulliken charge.
Geometry (Å):
C: -0.5403 -1.8811 -0.0357  0.595
C: 1.3617 1.2228 0.9550  -0.731
C: 1.3706 0.2717 -0.1862  -0.532
C: -0.8575 -0.2568 -0.4935  0.194
N: -1.6443 0.6110 0.1945  0.866
O: -0.4200 -2.5601 -0.9861  -0.702
O: -1.4376 0.7857 1.4426  -0.635
O: -0.5532 -2.0966 1.1160  -0.612
O: -2.3727 1.4078 -0.4276  -0.671
O: -1.0082 -0.2769 -1.8082  -0.615
H: 1.5921 2.1819 0.5108  0.302
H: 0.2430 1.4075 1.3707  0.202
H: 2.0311 0.8605 1.6991  0.295
H: 1.5683 -0.9085 -0.0358  0.247
H: 1.4606 0.4384 -1.2359  0.403
H: -0.7935 -1.2073 -2.0796  0.392

<w> is the most stable structure; the next one sits 0.1217 hartree above it.

<w>
A gas-phase ion, C4H10NO3 (charge +1), computed with ωB97M-V with the def2-TZVPD basis set.

- SMILES string = C[C@@H](O)[C@H]([NH3+])C(=O)O
- Kohn-Sham gap (eV) = 10.56
- charge = +1

Each line ends with the Mulliken charge.
Geometry (Å):
C: -0.0692 1.1652 -1.5241  -1.248
C: 0.8962 0.2475 -0.7423  -0.235
O: 1.7584 1.1943 -0.0946  -0.527
C: 0.2324 -0.5059 0.4164  0.355
N: -0.6629 -1.6374 -0.1240  -0.380
C: -0.5392 0.3086 1.4385  0.194
O: -0.2026 1.3477 1.9339  -0.454
O: -1.5257 -0.4015 2.1065  -0.526
H: -0.7463 0.7625 -2.2686  0.355
H: 0.6776 1.8718 -1.9689  0.330
H: -0.5414 1.7655 -0.7287  0.376
H: 1.5882 -0.3008 -1.3842  0.605
H: 2.6759 0.8390 -0.0704  0.334
H: 1.1237 -0.9688 0.9335  0.270
H: -0.4685 -2.5575 0.3758  0.392
H: -0.4658 -1.8563 -1.1091  0.364
H: -1.6769 -1.4394 0.0346  0.396
H: -2.0538 0.1655 2.7757  0.399

<x>
2 unconnected molecules or ions with the total composition C4H10NO3, computed with ωB97M-V with the def2-TZVPD basis set.

- Kohn-Sham gap (eV) = 10.69
- charge = +1

Each line ends with the Mulliken charge.
Geometry (Å):
C: 1.1310 1.4104 1.2422  -0.434
C: -0.7852 0.7150 -0.3654  -0.421
C: -0.3174 0.9700 0.8803  -0.286
C: 2.2154 0.2234 -0.4757  0.154
N: -1.9313 -0.1386 -0.5109  -0.216
O: 1.9494 1.3125 0.1768  -0.307
O: -0.8332 -2.4311 -0.3743  -0.624
O: 1.8017 -0.8785 -0.2499  -0.460
H: 1.2248 2.4079 1.6426  0.367
H: 1.5017 0.6813 1.9582  0.325
H: -0.2760 1.0988 -1.2250  0.407
H: -0.9057 0.7040 1.7311  0.275
H: 3.0340 0.4431 -1.3145  0.323
H: -2.4153 0.0758 -1.4597  0.400
H: -2.5488 0.3341 0.1493  0.414
H: -1.6358 -1.2096 -0.4349  0.402
H: 0.1013 -2.6734 -0.4853  0.344
H: -1.3105 -3.0451 -0.8850  0.339

<w> is the most stable structure; the next one sits 0.0175 hartree above it.

<w>
A molecular structure, C5H7NS, computed with ωB97M-V with the def2-TZVPD basis set.

- Kohn-Sham gap (eV) = 8.62

Each line ends with the Mulliken charge.
Geometry (Å):
C: -1.4161 0.1816 0.0202  -0.069
C: -0.2672 0.5862 0.9085  0.065
C: 0.5698 -0.7578 0.7944  -0.772
C: 0.7955 -0.7810 -0.8370  -0.724
C: -0.2343 0.4119 -1.0236  0.018
H: -0.3243 0.8674 2.0599  0.392
H: -0.0570 -1.6097 1.1153  0.299
H: 1.6394 -1.1289 1.4521  0.258
H: 0.4746 -1.7940 -1.1939  0.274
H: 1.6432 -0.4311 -1.1729  0.470
H: -0.1315 0.9636 -2.0487  0.339
H: -0.0486 2.2867 0.0598  0.262
N: 0.3275 1.3526 -0.0531  -0.478
S: -2.9708 -0.1475 -0.0809  -0.334

<x>
C5H7NS in the gas phase, computed with ωB97M-V with the def2-TZVPD basis set.

- SMILES string = C#CC(=S)N(C)C
- Kohn-Sham gap (eV) = 8.68

Each line ends with the Mulliken charge.
Geometry (Å):
C: 2.9491 0.1993 0.0391  0.088
C: 1.8319 0.6371 -0.0396  -0.757
C: 0.4199 1.0531 0.0845  0.408
S: 0.1050 2.6173 -0.0441  -0.355
N: -0.4814 0.0941 0.1809  0.073
C: -1.8852 0.3958 0.0288  -1.163
C: -0.0581 -1.2852 -0.1247  -0.716
H: 3.9721 0.0296 0.1991  0.451
H: -2.2151 0.9131 0.9240  0.368
H: -2.3215 0.8483 -0.8506  0.321
H: -2.2792 -0.5802 0.0888  0.492
H: 1.0457 -1.3253 -0.6847  0.261
H: -1.0816 -1.7454 -0.7295  0.283
H: -0.0017 -1.8516 0.9279  0.246

<y>
2 unconnected molecules or ions with the total composition C5H7NS, computed with ωB97M-V with the def2-TZVPD basis set.

- SMILES string = NC1=CS1.C#CC
- Kohn-Sham gap (eV) = 8.38

Each line ends with the Mulliken charge.
Geometry (Å):
N: 0.4807 0.5057 -1.8991  -0.394
C: -0.7580 0.7460 -1.3856  0.397
C: -1.5768 1.4947 -0.6643  -0.606
S: -2.2680 0.0091 -1.8256  -0.268
H: 1.1661 0.7346 -1.2063  0.286
H: 0.4796 -0.2865 -2.5103  0.246
H: -1.8729 1.5097 0.3438  0.334
C: 1.5591 -1.5783 0.2285  -0.087
C: 0.9479 -0.9671 1.0603  -0.099
C: 0.0734 -0.2213 1.9392  -1.152
H: 2.1782 -1.6987 -0.6069  0.383
H: -0.8486 -0.5622 1.6715  0.336
H: 0.2126 -0.6049 2.9121  0.380
H: 0.2266 0.9191 1.9428  0.242

<x> is the most stable structure; the next one sits 0.0204 hartree above it.

<w>
C5H7NS in the gas phase, computed with ωB97M-V with the def2-TZVPD basis set.

- SMILES string = C=C[C@@H]1N=CCS1
- Kohn-Sham gap (eV) = 9.27

Each line ends with the Mulliken charge.
Geometry (Å):
C: 2.4804 -0.8251 -0.0564  -0.614
C: 1.4849 -0.0262 0.2220  -0.255
C: 0.2523 0.1462 -0.7766  0.056
N: -0.4367 1.3598 -0.5223  -0.538
C: -1.5997 1.1719 -0.1219  -0.211
C: -1.9572 -0.1533 0.4420  -0.464
S: -0.7500 -1.2639 -0.1883  -0.152
H: 3.2090 -1.0475 0.7612  0.217
H: 2.6338 -1.1774 -1.0451  0.278
H: 1.2293 0.3236 1.2708  0.180
H: 0.6570 0.0703 -1.7544  0.481
H: -2.2557 1.9276 0.2284  0.382
H: -2.0128 -0.0825 1.5256  0.319
H: -2.9347 -0.4236 0.0150  0.321

<x>
2 unconnected molecules or ions with the total composition C5H7NS, computed with ωB97M-V with the def2-TZVPD basis set.

- SMILES string = C=CCC=S.C#N
- Kohn-Sham gap (eV) = 8.67

Each line ends with the Mulliken charge.
Geometry (Å):
C: -0.8419 1.0561 2.4501  -0.776
C: 0.2088 0.6755 1.7488  -0.207
C: 0.1323 0.2028 0.3237  -0.369
C: 0.9944 -0.9471 -0.0427  -0.081
S: 0.5751 -2.0773 -1.0814  -0.293
H: -0.6323 1.2772 3.5231  0.247
H: -1.7227 0.8082 2.0561  0.367
H: 1.1784 0.9573 2.0163  0.303
H: 0.3504 0.9786 -0.3884  0.307
H: -0.9870 -0.0162 -0.0096  0.239
H: 1.9362 -0.8875 0.4938  0.271
C: -0.3656 -0.7535 -3.7600  0.041
N: 0.2755 0.1967 -3.8153  -0.366
H: -1.1015 -1.4708 -3.5146  0.318

<y>
C5H7NS in the gas phase, computed with ωB97M-V with the def2-TZVPD basis set.

- Kohn-Sham gap (alpha / beta) (eV) = 8.33 / 6.11

Each line ends with the Mulliken charge.
Geometry (Å):
C: 0.5766 -0.4619 1.0632  -0.427
C: 1.8281 1.4734 0.8253  0.379
C: 0.2657 0.7484 -1.1291  -1.448
C: -0.1420 -0.3730 -0.2666  0.881
C: -1.6735 -0.8518 -0.0279  -1.232
N: 1.4882 0.4354 1.4040  -0.386
S: 2.5884 2.7938 0.5135  -0.319
H: 0.2230 -1.2606 1.6102  0.478
H: -0.4164 1.0520 -1.9102  0.351
H: 1.2427 0.6288 -1.3573  0.550
H: 0.2301 -1.4167 -0.7389  0.136
H: -1.9809 -1.5634 -0.7277  0.352
H: -2.2581 0.0928 -0.1532  0.295
H: -1.9719 -1.2972 0.8947  0.391

<w> is the most stable structure; the next one sits 0.0401 hartree above it.

<w>
A molecular structure, C4H6S2, computed with ωB97M-V with the def2-TZVPD basis set.

- Kohn-Sham gap (eV) = 8.89

Each line ends with the Mulliken charge.
Geometry (Å):
C: 1.9838 0.0191 0.1086  -0.548
C: -0.6091 -0.7090 0.4242  -0.238
C: -1.9281 -0.0519 -0.0059  -0.342
C: -0.5534 0.4570 -0.6525  -0.290
H: 2.7271 -0.1519 1.0137  0.305
H: 2.5537 0.3725 -0.7765  0.338
H: -0.2895 -0.2531 1.4363  0.245
H: -3.1074 -0.5011 -0.5398  0.258
H: -2.2036 0.6821 0.9108  0.193
H: -0.2969 0.0284 -1.6375  0.344
S: 0.9443 -1.4512 -0.2190  -0.140
S: 0.7790 1.5590 -0.0625  -0.124

<x>
A molecular structure, C4H6S2, computed with ωB97M-V with the def2-TZVPD basis set.

- Kohn-Sham gap (eV) = 8.76

Each line ends with the Mulliken charge.
Geometry (Å):
C: 0.7437 -1.2498 0.0730  -0.239
C: -0.2433 -0.3885 -0.0870  -0.182
C: 1.8065 -0.2104 -0.1594  -0.562
C: 0.6808 0.8530 -0.2835  -0.372
S: -3.5548 1.0187 -0.0246  -0.181
S: -2.5004 -0.7386 -0.0742  -0.146
H: 0.9720 -2.2350 0.3795  0.404
H: 2.4284 -0.1040 0.6405  0.288
H: 2.3845 -0.3771 -1.0298  0.254
H: 0.7106 1.3615 -1.2139  0.305
H: 0.6982 1.4144 0.5839  0.253
H: -4.1261 0.6556 1.1954  0.177

<x> is the most stable structure; the next one sits 0.0679 hartree above it.

<w>
2 unconnected molecules or ions with the total composition C3H10S3, computed with ωB97M-V with the def2-TZVPD basis set.

- SMILES string = CSC.CSS
- Kohn-Sham gap (eV) = 8.92

Each line ends with the Mulliken charge.
Geometry (Å):
C: -1.8643 -1.7765 1.1597  -0.575
S: -1.5771 -1.5481 2.9083  -0.083
C: -0.0521 -0.5772 2.7865  -0.789
H: -1.3537 -0.9375 0.6588  0.019
H: -2.9173 -1.8088 0.8842  0.322
H: -1.3966 -2.6554 0.7146  0.282
H: -0.2602 0.3576 2.2698  0.265
H: 0.3468 -0.4431 3.7865  0.287
H: 0.6565 -1.1273 2.1636  0.274
C: 2.1501 1.3769 -2.3261  -0.774
S: 0.5582 0.5920 -1.9248  -0.014
S: -0.7810 1.4465 -3.1314  -0.220
H: 1.9704 2.2210 -2.9797  0.313
H: 2.6794 0.6894 -2.9867  0.281
H: 2.7626 1.5518 -1.4479  0.263
H: -0.9217 2.6386 -2.5354  0.150

<x>
2 unconnected molecules or ions with the total composition C3H10S3, computed with ωB97M-V with the def2-TZVPD basis set.

- SMILES string = CSC.CSS
- Kohn-Sham gap (eV) = 9.02

Each line ends with the Mulliken charge.
Geometry (Å):
C: 0.1920 -1.4003 3.2968  -0.776
S: 1.0732 -0.6953 1.8512  -0.061
C: -0.0539 0.6568 1.4494  -0.858
H: -0.3361 -0.6273 3.8096  0.260
H: -0.4926 -2.1737 2.9619  0.254
H: 0.9831 -1.8804 3.8627  0.289
H: -0.0993 1.2936 2.3351  0.373
H: -1.0631 0.3396 1.2428  0.231
H: 0.4149 1.1395 0.5995  0.294
C: 0.5196 0.8508 -3.6485  -0.769
S: -1.1539 1.2195 -3.0675  -0.061
S: -1.3058 0.0717 -1.3587  -0.185
H: 0.5618 -0.0403 -4.2758  0.303
H: 0.8010 1.7324 -4.2154  0.273
H: 1.1857 0.5976 -2.8242  0.285
H: -1.2265 -1.0843 -2.0191  0.150

<w> is the most stable structure; the next one sits 0.0020 hartree above it.